DFT (wB97M-V/def2-TZVPD) results for a structure of composition C40H27Cl2MnN4O3S.

Last column: Löwdin charge in e.
Positions of all 78 atoms, in Å:
Mn1 0.075 -1.106 0.230  0.933
Cl1 3.229 1.414 5.731  0.672
C1 2.902 0.535 4.271  -0.684
C2 1.576 0.331 3.911  -0.045
C3 1.285 -0.354 2.741  -0.192
N1 0.013 -0.619 2.212  0.019
C4 -1.133 -0.413 2.867  -0.490
O1 -1.325 0.107 3.963  0.041
C5 -2.322 -0.950 2.091  -0.174
C6 -3.563 -1.006 2.704  0.015
C7 -4.625 -1.558 2.012  -0.038
C8 -4.413 -2.028 0.724  -0.041
C9 -3.149 -1.912 0.177  -0.127
N2 -2.116 -1.383 0.840  0.071
C10 2.334 -0.879 1.958  -0.194
C11 3.650 -0.664 2.324  -0.035
C12 3.932 0.060 3.477  -0.686
Cl2 5.591 0.350 3.889  0.659
N3 1.899 -1.641 0.857  0.009
C13 2.450 -2.844 0.611  -0.472
O2 3.551 -3.250 0.957  0.060
C14 1.520 -3.785 -0.130  -0.187
C15 2.022 -4.964 -0.656  0.014
C16 1.154 -5.827 -1.301  -0.043
C17 -0.188 -5.487 -1.381  -0.048
C18 -0.602 -4.294 -0.816  -0.110
N4 0.229 -3.455 -0.203  0.077
H1 0.780 0.702 4.536  0.101
H2 -3.649 -0.623 3.710  0.122
H3 -5.604 -1.626 2.468  0.113
H4 -5.211 -2.471 0.145  0.109
H5 -2.956 -2.235 -0.838  0.098
H6 4.454 -1.073 1.731  0.111
H7 3.077 -5.169 -0.541  0.121
H8 1.515 -6.751 -1.733  0.111
H9 -0.906 -6.131 -1.871  0.106
H10 -1.644 -4.002 -0.854  0.094
O3 -0.325 0.927 -0.205  -0.567
S1 -0.896 2.009 0.693  1.097
C19 0.469 2.659 1.621  -0.387
C20 1.750 2.594 1.091  -0.051
C21 2.801 3.087 1.844  -0.052
C22 2.562 3.645 3.095  -0.081
C23 1.277 3.688 3.615  -0.075
C24 0.216 3.175 2.881  -0.085
C25 -1.149 3.355 -0.461  -0.351
C26 -1.598 4.578 0.018  -0.076
C27 -1.825 5.606 -0.881  -0.073
C28 -1.613 5.401 -2.240  -0.076
C29 -1.175 4.170 -2.701  -0.060
C30 -0.939 3.129 -1.811  -0.052
H11 1.912 2.142 0.120  0.123
H12 3.812 3.026 1.462  0.116
H13 3.391 4.014 3.684  0.109
H14 1.105 4.083 4.607  0.112
H15 -0.785 3.142 3.296  0.117
H16 -1.755 4.729 1.079  0.111
H17 -2.167 6.568 -0.522  0.107
H18 -1.793 6.206 -2.939  0.105
H19 -1.013 4.011 -3.759  0.110
H20 -0.600 2.159 -2.150  0.103
C31 -2.393 -0.254 -4.796  -0.089
C32 -2.733 -0.161 -3.430  -0.082
C33 -1.798 -0.420 -2.468  -0.082
C34 -0.466 -0.794 -2.787  -0.173
C35 0.526 -1.084 -1.791  -0.128
C36 1.803 -1.333 -2.222  -0.102
C37 2.149 -1.363 -3.593  -0.072
C38 1.204 -1.146 -4.548  -0.047
C39 -0.127 -0.848 -4.167  -0.171
C40 -1.116 -0.582 -5.147  -0.042
H21 -3.137 -0.050 -5.555  0.099
H22 -3.735 0.134 -3.143  0.102
H23 -2.062 -0.287 -1.431  0.066
H24 2.594 -1.519 -1.507  0.088
H25 3.174 -1.571 -3.875  0.103
H26 1.454 -1.183 -5.602  0.109
H27 -0.832 -0.639 -6.192  0.109

Forces on atoms 1 to 3 (eV/Å):
0.15 -0.03 0.01
0.00 0.00 0.00
0.03 -0.01 -0.01

Frontier orbital gap (alpha / beta) = 7.021 / 7.380 eV
<S²> = 6.1225
Energy above the lowest of the compared OMol25 structures with the same formula, charge and spin = 0.00 kcal per mole
2S+1 = 5

DFT (wB97M-V/def2-TZVPD) results for a structure of composition C26H24MgN2O7 in a non-equilibrium geometry.

Last column: Löwdin charge in e.
Positions of all 60 atoms, in Å:
Mg1 0.569 -1.472 1.799  0.802
C1 -1.531 3.484 -0.421  -0.063
C2 -2.749 2.897 -1.033  -0.266
C3 -3.906 2.773 -0.261  -0.015
C4 -5.092 2.471 -0.910  -0.237
C5 -6.342 2.415 -0.037  -0.052
C6 -5.116 2.257 -2.327  -0.009
C7 -3.959 2.299 -3.074  -0.318
C8 -3.954 2.104 -4.538  -0.075
C9 -2.776 2.635 -2.415  -0.029
H1 -1.721 4.319 0.232  0.073
H2 -0.811 3.821 -1.226  0.087
H3 -1.049 2.728 0.269  0.085
H4 -3.992 2.952 0.812  0.119
H5 -6.416 3.315 0.598  0.088
H6 -6.208 1.583 0.660  0.068
H7 -7.287 2.156 -0.537  0.072
H8 -6.071 2.067 -2.740  0.093
H9 -3.690 3.025 -5.112  0.088
H10 -4.889 1.758 -4.954  0.065
H11 -3.105 1.374 -4.761  0.096
H12 -1.851 2.697 -2.996  0.110
O1 7.132 -3.100 1.611  -0.088
C10 6.694 -2.498 2.858  -0.170
C11 5.231 -2.159 2.662  -0.135
C12 4.402 -1.864 3.802  0.017
C13 3.080 -1.530 3.643  -0.078
N1 2.522 -1.535 2.422  0.054
C14 3.226 -2.022 1.335  -0.158
C15 4.595 -2.322 1.450  0.051
C16 2.603 -1.888 0.033  -0.156
C17 3.402 -1.779 -1.125  0.051
C18 2.733 -1.695 -2.331  -0.137
C19 3.546 -1.526 -3.615  -0.213
O2 2.827 -1.892 -4.750  -0.039
C20 1.343 -1.930 -2.416  0.029
C21 0.652 -1.901 -1.251  -0.067
N2 1.211 -1.857 -0.025  0.059
H13 8.104 -3.253 1.710  0.114
H14 7.292 -1.612 3.154  0.141
H15 6.794 -3.273 3.616  0.128
H16 4.757 -1.905 4.861  0.138
H17 2.351 -1.291 4.448  0.151
H18 5.148 -2.651 0.582  0.117
H19 4.449 -1.520 -1.031  0.131
H20 4.465 -2.107 -3.534  0.124
H21 3.926 -0.475 -3.763  0.152
H22 2.965 -1.213 -5.399  0.093
H23 0.939 -1.788 -3.434  0.138
H24 -0.434 -1.988 -1.238  0.143
O3 -4.602 1.159 2.901  0.131
C22 -3.534 0.604 2.909  -0.288
C23 -2.249 1.303 2.744  -0.301
O4 -1.986 2.511 2.754  0.076
C24 -1.331 0.246 2.420  -0.345
C25 -1.819 -0.978 2.853  -0.302
O5 -1.107 -2.047 2.826  -0.092
C26 -3.222 -0.785 3.371  -0.253
O6 -3.990 -1.470 4.041  0.090
O7 -0.172 0.379 1.880  -0.088

Forces on atoms 1 to 3 (eV/Å):
-2.25 1.07 1.65
2.02 -1.01 0.04
-0.19 0.55 -0.53

Frontier orbital gap = 4.607 eV
Energy above the lowest of the compared OMol25 structures with the same formula, charge and spin = 33.74 kcal per mole
2S+1 = 1

DFT (wB97M-V/def2-TZVPD) results for the molecule C4H10O.

Last column: Löwdin charge in e.
Positions of all 15 atoms, in Å:
C1 2.045 0.531 0.377  -0.077
C2 1.031 -0.220 -0.473  -0.291
O1 0.225 -0.968 0.421  -0.167
C3 -1.200 -0.920 0.326  -0.242
C4 -1.827 0.380 -0.214  -0.076
H1 2.615 1.234 -0.234  0.071
H2 2.738 -0.172 0.848  0.075
H3 1.530 1.085 1.171  0.079
H4 0.438 0.495 -1.060  0.091
H5 1.533 -0.892 -1.189  0.119
H6 -1.531 -1.080 1.354  0.110
H7 -1.564 -1.784 -0.250  0.110
H8 -2.483 0.832 0.531  0.070
H9 -2.424 0.176 -1.105  0.073
H10 -1.083 1.134 -0.484  0.056

Forces on atoms 1 to 3 (eV/Å):
0.06 -0.04 -0.11
0.03 0.13 0.05
-0.19 0.14 -0.11

Frontier orbital gap = 10.636 eV
Energy above the lowest of the compared OMol25 structures with the same formula, charge and spin = 23.74 kcal per mole
2S+1 = 1

DFT (wB97M-V/def2-TZVPD) results for the molecule C23H28N4OS.

Last column: Löwdin charge in e.
Positions of all 57 atoms, in Å:
O1 -1.216 0.932 -2.498  0.062
C1 -0.798 0.233 -1.590  -0.359
C2 -1.587 -0.492 -0.634  -0.112
C3 -3.008 -0.558 -0.498  -0.207
C4 -3.382 -1.267 0.598  -0.475
S1 -2.016 -1.873 1.512  1.107
C5 -0.921 -1.164 0.380  -0.532
N1 0.407 -1.313 0.466  0.129
C6 1.132 -0.696 -0.425  -0.316
N2 2.486 -0.863 -0.352  -0.044
C7 2.970 -1.467 0.883  -0.153
C8 4.489 -1.582 0.803  -0.198
N3 4.921 -2.478 -0.264  -0.068
C9 3.947 -2.562 -1.343  -0.207
C10 3.271 -1.205 -1.531  -0.149
N4 0.599 0.127 -1.386  0.085
C11 1.367 1.189 -2.021  -0.115
C12 1.222 2.491 -1.212  -0.103
C13 1.672 2.266 0.202  -0.236
C14 3.022 2.305 0.528  -0.047
C15 3.444 2.031 1.816  -0.093
C16 2.520 1.704 2.794  -0.102
C17 1.173 1.661 2.480  -0.075
C18 0.753 1.942 1.192  -0.041
C19 -4.770 -1.541 1.066  -0.204
C20 -5.553 -0.255 1.350  -0.198
C21 -6.011 0.474 0.087  -0.212
C22 -4.885 1.104 -0.732  -0.188
C23 -3.978 0.089 -1.435  -0.125
H1 2.517 -2.453 1.045  0.120
H2 2.667 -0.821 1.708  0.108
H3 4.905 -0.587 0.607  0.107
H4 4.886 -1.928 1.757  0.120
H5 5.108 -3.407 0.095  0.105
H6 4.478 -2.834 -2.261  0.115
H7 3.167 -3.320 -1.165  0.121
H8 2.622 -1.250 -2.408  0.129
H9 4.054 -0.455 -1.696  0.122
H10 2.415 0.919 -2.082  0.098
H11 0.956 1.332 -3.024  0.128
H12 0.178 2.805 -1.236  0.118
H13 1.828 3.259 -1.694  0.122
H14 3.746 2.558 -0.234  0.116
H15 4.497 2.070 2.058  0.103
H16 2.850 1.485 3.799  0.102
H17 0.447 1.404 3.237  0.106
H18 -0.301 1.911 0.952  0.118
H19 -4.720 -2.143 1.975  0.099
H20 -5.304 -2.122 0.306  0.122
H21 -4.940 0.414 1.957  0.118
H22 -6.439 -0.516 1.934  0.107
H23 -6.567 -0.223 -0.546  0.111
H24 -6.702 1.267 0.385  0.106
H25 -4.278 1.744 -0.089  0.119
H26 -5.338 1.740 -1.497  0.108
H27 -3.407 0.595 -2.213  0.100
H28 -4.598 -0.679 -1.907  0.127

Forces on atoms 1 to 3 (eV/Å):
-0.01 0.21 -0.11
-0.10 -0.26 0.03
0.25 -0.26 0.52

Frontier orbital gap = 8.179 eV
Energy above the lowest of the compared OMol25 structures with the same formula, charge and spin = 3.54 kcal per mole
2S+1 = 1

Q: Among the records above, which one has the highest 2S+1?
A: C40H27Cl2MnN4O3S

Q: Which of these has the highest 2S+1?
A: C40H27Cl2MnN4O3S